1.
# C30H27Co2N2O6

A structure of composition C30H27Co2N2O6 in a non-equilibrium geometry (ωB97M-V/def2-TZVPD, the OMol25 dataset).

Its total charge is -1. The calculation puts the energy above the lowest of the compared OMol25 structures with the same formula, charge and spin at 139.6 kJ/mol. The gap between HOMO and LUMO is 4.7401 eV. The calculation puts the largest force on an atom at 4.65 eV/A.

Geometry as XYZ:
```
67
C30H27Co2N2O6 ωB97M-V/def2-TZVPD
C -1.79 -3.46 7.58
C -1.02 -3.10 6.34
C -1.59 -2.23 5.41
C -1.06 -2.07 4.12
C -1.86 -1.33 3.11
C 0.16 -2.70 3.80
N 0.68 -2.63 2.47
C 0.80 -1.55 1.66
N 1.58 -1.88 0.60
C 2.04 -0.98 -0.38
C 2.47 0.34 0.03
C 2.64 0.75 1.35
C 2.74 1.30 -1.01
C 2.67 0.96 -2.35
C 2.94 1.94 -3.45
C 2.33 -0.36 -2.69
C 2.00 -1.33 -1.73
C 1.56 -2.67 -2.23
C 1.80 -3.27 0.67
C 1.25 -3.72 1.79
C 0.86 -3.42 4.80
C 2.24 -3.96 4.62
C 0.25 -3.62 6.05
H -1.16 -3.97 8.31
H -2.21 -2.56 8.04
H -2.64 -4.12 7.34
H -2.51 -1.72 5.68
H -1.32 -0.48 2.67
H -2.20 -1.99 2.30
H -2.74 -0.94 3.62
H 2.94 1.80 1.52
H 0.60 -0.54 1.97
H 2.66 0.03 2.17
H 2.98 2.33 -0.72
H 2.68 1.46 -4.40
H 2.33 2.84 -3.33
H 3.99 2.23 -3.49
H 2.24 -0.62 -3.74
H 1.20 -2.56 -3.25
H 2.37 -3.41 -2.26
H 0.74 -3.08 -1.63
H 2.34 -3.79 -0.11
H 1.24 -4.71 2.21
H 2.64 -4.18 5.62
H 2.25 -4.90 4.07
H 2.94 -3.26 4.14
H 0.78 -4.21 6.80
O 2.20 6.42 -3.26
C 1.64 6.46 -2.25
Co 0.73 6.54 -0.75
C 2.03 6.34 0.43
O 2.89 6.26 1.19
C 0.59 8.30 -0.99
O 0.50 9.43 -1.17
C -0.16 4.75 -1.10
C -0.25 3.62 -0.32
C -0.17 2.27 -0.21
Co -0.88 5.09 0.53
C -0.11 4.54 2.02
O 0.38 4.15 2.99
C -2.62 4.85 0.85
O -3.74 4.65 1.04
C -0.82 6.92 0.89
O -1.19 7.85 1.50
H -0.47 4.78 -2.16
H -0.42 1.80 0.76
H 0.01 1.67 -1.10
```

Atomic partial charges in e from the Löwdin method, atoms 1 to 4: number 1, C, carries -0.0548; number 2, C, carries -0.2659; number 3, C, carries -0.0003; number 4, C, carries -0.1858

***

2.
# C30H27IrN7O3

A structure of composition C30H27IrN7O3 (ωB97M-V/def2-TZVPD, the OMol25 dataset).

The spin multiplicity is 6. Its total charge is +2. The expectation value of S² is 8.809. The calculation puts the energy above the lowest of the compared OMol25 structures with the same formula, charge and spin at 2.1 kJ/mol. The gap between HOMO and LUMO (alpha / beta) is 6.0505 / 5.6157 eV. The calculation puts the largest force on an atom at 0.85 eV/A.

Geometry as XYZ:
```
68
C30H27IrN7O3 ωB97M-V/def2-TZVPD
Ir 0.69 0.19 1.18
C -7.92 -5.14 -7.84
O -7.98 -3.88 -7.15
C -7.07 -3.57 -6.25
C -5.99 -4.41 -5.89
C -5.10 -4.00 -4.94
C -5.25 -2.73 -4.31
C -6.35 -1.88 -4.69
C -7.22 -2.30 -5.63
N -4.39 -2.37 -3.37
N -4.33 -1.26 -2.73
C -3.44 -0.67 -1.98
C -3.63 0.72 -1.67
C -2.77 1.40 -0.86
C -1.66 0.76 -0.29
O -0.81 1.39 0.48
C -1.44 -0.62 -0.57
N -0.34 -1.18 0.01
C -0.06 -2.45 -0.23
C -0.86 -3.25 -1.04
C -1.98 -2.71 -1.62
C -2.30 -1.37 -1.40
H -8.78 -5.14 -8.50
H -8.00 -5.96 -7.13
H -7.01 -5.21 -8.42
H -5.86 -5.37 -6.36
H -4.26 -4.62 -4.66
H -6.45 -0.92 -4.21
H -8.05 -1.69 -5.94
H -4.48 1.22 -2.12
H -2.95 2.45 -0.64
H 0.84 -2.84 0.23
H -0.59 -4.29 -1.20
H -2.62 -3.32 -2.25
N 4.36 -1.97 1.34
C 3.13 -1.48 1.45
O 2.72 -0.60 0.66
C 2.21 -2.04 2.52
C 1.00 -1.13 2.77
H 4.96 -1.63 0.60
H 4.71 -2.66 1.97
H 2.78 -2.22 3.43
H 1.90 -3.03 2.17
H 1.15 -0.54 3.67
H 0.10 -1.72 2.92
C 3.34 3.15 2.83
C 2.81 2.10 2.11
N 1.53 1.73 2.26
C 0.74 2.41 3.09
C 1.19 3.52 3.82
C 2.53 3.86 3.70
C 0.26 4.27 4.68
C -0.96 4.73 4.34
C -1.61 4.65 3.02
C -2.99 4.70 2.90
C -3.51 4.57 1.62
N -2.74 4.44 0.54
C -1.43 4.47 0.77
N -0.82 4.56 1.94
H 4.38 3.42 2.70
H 3.40 1.53 1.41
H -0.28 2.08 3.17
H 2.92 4.70 4.27
H 0.62 4.47 5.68
H -1.55 5.22 5.11
H -3.63 4.81 3.76
H -4.58 4.57 1.46
H -0.78 4.40 -0.10
```

Atomic partial charges in e from the Löwdin method, atoms 1 to 4: number 1, Ir, carries 1.4749; number 2, C, carries -0.0121; number 3, O, carries -0.0135; number 4, C, carries -0.2471